(1)
Molecular formula: C11H19N4O4PPtS2
Method: DFT, ωB97M-V/def2-TZVPD

The geometry in XYZ format:
```
42
Properties=species:S:1:pos:R:3:forces:R:3:lowdin_charge:R:1
Pt -0.410 -0.255 -1.057 -1.00 1.70 2.86 0.5697
C -1.721 2.014 3.873 -0.07 -0.04 -0.38 -0.0802
C -1.859 2.482 2.437 0.03 0.32 0.21 -0.3459
O -1.523 1.403 1.570 -0.02 -0.39 0.03 -0.3884
P -0.786 1.693 0.172 -0.76 0.09 -0.21 0.1762
S 0.591 3.115 0.466 0.04 -1.11 -0.62 0.1894
S -2.198 -1.466 -0.463 0.14 0.61 -0.09 -0.0802
O -2.043 2.445 -0.574 0.08 -0.43 0.17 -0.3833
C -1.914 2.800 -1.937 0.01 0.11 -0.40 -0.3593
C -3.278 3.210 -2.466 0.26 -0.13 0.21 -0.0755
H -1.795 2.865 4.545 -0.03 0.11 0.16 0.0669
H -0.756 1.533 4.003 0.12 0.00 0.07 0.0755
H -2.503 1.300 4.113 -0.07 -0.15 0.12 0.0680
H -1.187 3.328 2.241 -0.19 -0.20 0.06 0.0422
H -2.887 2.795 2.224 0.08 -0.03 -0.05 0.1157
H -1.538 1.941 -2.515 -0.06 0.14 0.12 0.0713
H -1.192 3.622 -2.030 -0.03 -0.06 0.00 0.0994
H -3.954 2.360 -2.442 -0.08 -0.07 0.00 0.0743
H -3.184 3.559 -3.492 -0.01 0.05 -0.11 0.0698
H -3.698 4.003 -1.850 -0.02 0.10 0.01 0.0708
O 0.466 -0.937 -2.776 1.25 0.72 -1.29 -0.3256
N 1.224 0.051 -2.290 -0.01 0.82 -1.86 -0.1769
C 1.347 1.166 -3.049 -0.20 -2.46 1.13 -0.3180
C 2.265 2.165 -2.712 1.00 1.18 0.78 -0.2131
N 3.021 3.018 -2.535 -0.22 -0.38 -0.09 0.1782
C 0.636 1.367 -4.239 -0.87 -0.31 -1.52 -0.1994
N 0.029 1.545 -5.204 0.26 0.00 0.37 0.1823
C 2.623 -4.792 1.387 0.12 -0.18 -0.30 -0.0721
N 1.868 -3.570 1.527 0.03 -0.27 0.36 -0.1564
C 1.398 -3.176 2.842 -0.16 0.30 -0.04 -0.0457
C 1.554 -2.730 0.505 -0.01 0.20 0.15 -0.5161
C 1.969 -3.110 -0.889 -0.14 0.13 -0.09 0.0074
O 0.962 -1.689 0.745 0.35 -0.18 0.11 -0.0520
H 2.776 -5.232 2.371 -0.01 0.05 -0.08 0.0759
H 3.609 -4.607 0.945 -0.09 -0.10 0.04 0.0890
H 2.095 -5.529 0.769 0.11 0.02 0.08 0.0877
H 1.705 -3.908 3.583 0.03 -0.06 -0.01 0.0742
H 0.310 -3.093 2.834 0.02 0.05 0.10 0.0949
H 1.799 -2.196 3.103 -0.06 -0.01 0.09 0.0914
H 2.368 -4.114 -0.967 0.06 -0.06 -0.10 0.0564
H 2.709 -2.383 -1.226 0.04 -0.04 -0.04 0.0915
H 1.101 -2.994 -1.541 0.09 -0.03 0.06 0.0698
```
Forces are in eV/Å.

Computed properties:
Net charge: -1
2S+1: 2
Frontier orbital gap (alpha / beta): 0.213 / 0.203 hartree
E_LUMO (alpha / beta): 1.01 / 1.05 eV
HOMO (alpha / beta): -4.781 / -4.461 eV


(2)
Molecular formula: C11H19N5O6S
Method: DFT, ωB97M-V/def2-TZVPD

The geometry in XYZ format:
```
42
Properties=species:S:1:pos:R:3:forces:R:3:lowdin_charge:R:1
N 2.145 2.005 -0.761 -0.04 -0.03 -0.02 0.1251
C 3.280 1.734 -1.236 -0.21 0.09 0.12 -0.2144
C 3.577 0.773 -2.354 0.30 -0.14 0.09 -0.2267
O 2.634 -0.301 -2.380 0.04 0.04 0.08 -0.3764
S 1.900 -0.591 -3.830 -0.42 -0.12 -0.03 0.9667
O 1.247 0.651 -4.165 -0.03 0.04 0.04 -0.3725
O 0.849 -1.661 -3.227 0.55 0.09 -0.21 -0.2773
C 0.034 -1.362 -2.113 -0.57 0.04 0.26 -0.2476
O -1.198 -0.869 -2.564 0.13 -0.06 -0.24 -0.0230
C -1.793 -0.038 -1.629 -0.01 0.19 0.09 -0.2876
C -1.672 1.335 -1.780 -0.02 -0.06 0.06 -0.0132
C -2.245 2.168 -0.831 0.03 0.00 0.01 -0.0771
C -2.921 1.633 0.255 -0.02 -0.18 -0.08 -0.0868
C -3.045 0.257 0.388 -0.07 0.08 -0.22 -0.0805
C -2.478 -0.585 -0.558 -0.04 0.10 -0.04 0.0135
H 1.422 1.481 -1.259 -0.13 -0.03 -0.03 0.0351
H 4.144 2.242 -0.813 0.14 0.05 -0.01 0.1090
H 4.564 0.338 -2.207 0.11 -0.02 0.00 0.1195
H 3.602 1.343 -3.284 -0.13 -0.06 -0.19 0.1191
H -0.108 -2.293 -1.568 0.11 -0.24 -0.09 0.1468
H 0.504 -0.648 -1.450 0.22 0.23 0.06 0.0981
H -1.139 1.735 -2.630 0.07 -0.01 -0.12 0.1168
H -2.153 3.237 -0.944 0.00 0.13 0.01 0.1017
H -3.353 2.279 1.003 -0.07 0.11 0.06 0.0967
H -3.567 -0.169 1.230 -0.08 0.02 -0.28 0.0758
H -2.564 -1.659 -0.482 -0.03 -0.10 0.11 0.1271
C 1.949 -1.609 1.875 -0.13 0.08 -0.16 -0.6523
O 1.102 -1.253 2.678 0.01 0.01 0.14 0.0240
N 2.663 -2.762 2.036 0.01 0.07 0.01 0.1576
N 2.226 -0.881 0.755 0.09 -0.19 0.02 0.1732
H 3.356 -3.078 1.387 0.00 0.01 -0.02 0.0929
H 2.462 -3.314 2.849 -0.03 -0.01 0.01 0.1056
H 1.714 -0.029 0.610 0.07 0.07 0.09 0.0776
H 2.902 -1.161 0.070 -0.04 0.00 -0.07 0.0866
C -2.544 -0.366 3.202 0.34 0.21 0.47 -0.7169
O -2.675 -1.514 2.816 -0.05 -0.12 0.04 0.0167
N -1.359 0.305 3.177 -0.15 -0.12 -0.05 0.1776
N -3.613 0.355 3.688 0.04 -0.03 -0.10 0.1465
H -1.274 1.256 3.480 -0.04 0.01 0.01 0.0958
H -0.536 -0.173 2.833 0.04 -0.13 0.11 0.0571
H -4.501 -0.110 3.719 -0.02 -0.03 0.05 0.1013
H -3.541 1.299 4.014 0.02 0.00 0.03 0.0886
```
Forces are in eV/Å.

Computed properties:
Net charge: 0
Frontier orbital gap: 0.341 hartree
Relative energy (zero: lowest compared OMol25 entry of this formula, charge and spin): 108.2 kJ/mol
E_LUMO: 0.29 eV
HOMO: -8.984 eV


(3)
Molecular formula: C11H19NPdSi
Method: DFT, ωB97M-V/def2-TZVPD

The geometry in XYZ format:
```
33
Properties=species:S:1:pos:R:3:forces:R:3:lowdin_charge:R:1
C 0.909 -1.070 -1.796 -0.20 -0.78 -0.32 -0.1581
C -0.478 -1.122 -2.103 1.16 -0.05 -0.14 -0.1498
C -1.136 -1.879 -1.080 0.73 -1.15 0.94 -0.1642
C -0.141 -2.303 -0.142 -0.78 -0.39 -0.70 -0.1759
C 1.123 -1.792 -0.578 -0.16 -0.99 -1.11 -0.1679
Pd -0.445 0.055 -0.014 -1.33 1.23 0.09 0.6866
C -1.781 1.668 -0.927 0.02 -0.10 0.12 -0.1030
C -0.484 1.721 -1.338 0.51 1.61 -1.32 -0.3582
C 0.472 2.265 -2.091 -0.45 -0.37 0.73 -0.0206
N 1.446 0.334 0.628 0.93 1.81 0.42 0.0314
H -2.194 -2.114 -1.043 0.22 0.01 0.01 0.1029
H -0.962 -0.677 -2.966 0.14 -0.03 0.19 0.1125
H -0.305 -2.939 0.726 0.04 0.29 -0.34 0.0925
H 2.073 -2.027 -0.106 -0.27 0.25 -0.17 0.1038
H 1.675 -0.587 -2.388 -0.15 -0.02 0.12 0.0983
H -2.510 1.105 -1.521 0.18 0.21 0.35 0.0741
H 1.747 1.318 0.432 0.42 -0.71 0.04 -0.0160
H -2.159 2.391 -0.195 0.14 -0.46 -0.29 0.0550
H 0.240 3.081 -2.784 0.10 -0.27 0.30 0.0607
H 1.511 1.940 -2.005 -0.28 0.05 -0.17 0.0393
C -2.337 -1.653 2.265 -0.25 -0.11 0.56 -0.2479
Si -1.589 0.066 2.047 -0.77 -0.05 -0.09 0.4396
C -3.035 1.278 2.151 -0.10 -0.07 0.25 -0.2563
C -0.244 0.430 3.296 0.09 -0.12 0.31 -0.2551
H -2.941 -1.926 1.382 0.23 0.09 0.35 0.0204
H -3.000 -1.649 3.150 0.18 -0.22 -0.29 0.0270
H -1.555 -2.416 2.410 -0.35 0.23 0.00 0.0123
H -3.541 1.222 3.128 0.07 0.05 -0.22 0.0245
H -2.730 2.320 1.984 -0.11 -0.23 0.03 0.0143
H -3.757 0.983 1.373 0.12 0.21 0.21 0.0241
H -0.618 0.440 4.326 0.08 -0.03 -0.02 0.0239
H 0.514 -0.358 3.186 -0.09 0.23 0.16 0.0133
H 0.240 1.392 3.095 -0.08 -0.15 0.01 0.0165
```
Forces are in eV/Å.

Computed properties:
Net charge: 0
2S+1: 5
Frontier orbital gap (alpha / beta): 0.226 / 0.218 hartree
Relative energy (zero: lowest compared OMol25 entry of this formula, charge and spin): 0.0 kJ/mol
E_LUMO (alpha / beta): 0.72 / -2.06 eV
HOMO (alpha / beta): -5.425 / -8.002 eV


(4)
Molecular formula: C11H20AuClIN2O2PSe
Method: DFT, ωB97M-V/def2-TZVPD

The geometry in XYZ format:
```
40
Properties=species:S:1:pos:R:3:forces:R:3:lowdin_charge:R:1
C -0.335 -2.926 -0.204 -0.55 0.69 1.23 0.0212
C 1.011 -2.631 0.495 6.50 -4.11 -4.13 -0.1628
H -0.297 -3.942 -0.633 0.51 0.28 0.41 0.1381
H -0.544 -2.185 -0.990 0.50 0.18 0.26 0.0896
H -1.144 -2.817 0.526 0.09 -0.16 -0.18 0.0770
O 2.148 -2.969 0.323 -6.85 2.83 2.19 0.2791
I 3.332 1.689 1.112 1.37 1.50 -0.18 0.8173
Au -1.446 0.838 -0.816 -0.15 -2.09 1.04 0.3141
P -0.125 0.996 -2.692 -1.00 0.59 0.12 0.6568
C 1.555 1.484 -3.146 0.01 -0.24 -0.08 -0.2426
C -0.738 -0.263 -3.875 0.33 0.23 -0.02 -0.2407
H -2.145 2.255 -2.436 0.16 0.61 -0.89 0.0121
H -1.097 2.985 -3.802 -0.32 0.11 0.62 0.0712
H -0.700 3.177 -1.993 -0.22 0.04 -0.85 0.0496
C -1.134 2.537 -2.791 0.58 0.12 -0.68 -0.3043
H -1.745 -0.580 -3.588 0.05 0.32 -0.12 0.0453
H -0.716 0.127 -4.906 -0.04 -0.27 0.35 0.0673
H 1.528 1.811 -4.199 0.16 -0.08 0.39 0.0755
H 2.249 0.643 -3.024 -0.11 0.25 -0.15 0.0483
H -0.106 -1.157 -3.793 0.05 0.22 -0.19 0.0451
H 1.867 2.307 -2.496 -0.01 -0.09 -0.20 0.0551
C 1.215 0.482 0.151 2.53 -1.64 -2.09 -0.4164
O 2.102 0.007 -0.468 -3.41 0.72 1.31 -0.2537
Cl -3.555 0.084 -0.123 0.59 0.30 0.34 -0.2137
C -2.561 0.595 3.460 -0.32 0.16 -0.62 -0.0031
N -1.216 0.943 3.866 0.77 1.27 -0.52 -0.0939
C -0.849 2.196 4.333 -0.10 -1.48 -0.09 0.0671
C 0.508 2.170 4.532 -0.13 -2.02 -0.59 0.0603
N 0.939 0.913 4.149 -0.95 1.71 -0.21 -0.1239
C 2.320 0.536 4.142 1.03 0.58 -0.51 -0.0854
C -0.093 0.216 3.579 0.74 1.55 1.56 -0.6062
Se 0.169 -1.089 2.374 -1.28 -0.66 0.21 1.0859
H -2.672 0.939 2.418 -0.35 -0.43 0.32 0.0491
H -3.234 1.153 4.111 -0.13 -0.32 -0.11 0.1161
H -2.689 -0.490 3.547 -0.16 0.43 -0.05 0.1066
H -1.546 3.003 4.486 -0.18 -0.19 0.13 0.1574
H 1.192 2.908 4.872 0.29 0.39 0.35 0.1484
H 2.769 0.991 3.173 -0.47 -1.20 2.29 -0.1170
H 2.747 0.961 5.063 0.18 -0.24 -0.51 0.1225
H 2.377 -0.550 4.176 0.26 0.11 -0.10 0.0877
```
Forces are in eV/Å.

Computed properties:
Net charge: +2
2S+1: 3
Frontier orbital gap (alpha / beta): 0.165 / 0.153 hartree
Relative energy (zero: lowest compared OMol25 entry of this formula, charge and spin): 192.1 kJ/mol
E_LUMO (alpha / beta): -9.66 / -9.96 eV
HOMO (alpha / beta): -14.153 / -14.123 eV